9 unconnected molecules or ions with the total composition C17H52N2O17 at a distorted geometry. Source: the OMol25 dataset; level of theory: ωB97M-V with the def2-TZVPD basis set.

Atoms and positions in Å:
C -9.582 5.330 -23.648
C -9.557 3.897 -24.271
O -9.270 2.973 -23.185
O -10.569 5.441 -22.676
H -9.596 6.107 -24.412
H -8.609 5.488 -23.185
H -8.839 3.810 -25.087
H -10.547 3.763 -24.706
H -8.326 2.932 -23.014
H -10.195 5.078 -21.871
C -10.581 6.246 -18.998
C -11.758 5.319 -19.254
O -11.869 4.203 -18.412
O -9.456 5.556 -19.174
H -10.629 6.626 -17.977
H -10.656 7.031 -19.750
H -11.840 4.914 -20.263
H -12.643 5.935 -19.093
H -11.101 3.729 -18.737
H -8.768 5.753 -18.534
C -10.748 -0.013 -18.699
C -10.406 0.845 -19.895
O -9.850 2.118 -19.472
O -11.686 -1.024 -18.969
H -11.045 0.778 -18.011
H -9.874 -0.467 -18.231
H -11.350 1.063 -20.395
H -9.724 0.372 -20.601
H -9.466 2.563 -20.232
H -11.603 -1.746 -18.342
C -5.709 5.689 -15.862
C -6.755 5.012 -16.730
O -7.396 6.095 -17.413
O -4.682 6.204 -16.672
H -5.243 4.934 -15.229
H -6.106 6.444 -15.184
H -7.509 4.475 -16.155
H -6.294 4.379 -17.489
H -6.762 6.740 -17.736
H -3.995 6.536 -16.088
C -11.294 10.020 -19.860
C -11.345 11.458 -20.546
O -11.629 12.521 -19.638
O -12.637 9.703 -19.557
H -10.643 10.033 -18.985
H -11.060 9.177 -20.511
H -12.094 11.515 -21.337
H -10.521 11.910 -21.098
H -12.341 13.002 -20.067
H -12.974 10.253 -18.846
C -13.508 3.191 -23.278
C -13.203 1.703 -23.418
O -13.998 0.946 -22.502
O -14.765 3.473 -23.949
H -12.615 3.735 -23.586
H -13.484 3.345 -22.199
H -12.168 1.420 -23.223
H -13.503 1.363 -24.409
H -14.805 0.628 -22.913
H -15.330 2.792 -23.578
C -14.805 2.483 -19.627
C -14.814 1.126 -18.884
O -16.062 0.701 -18.348
O -14.743 3.498 -18.641
H -15.701 2.690 -20.212
H -14.004 2.548 -20.363
H -13.975 0.910 -18.222
H -14.642 0.430 -19.705
H -16.435 -0.009 -18.877
H -14.094 4.172 -18.859
C -6.843 10.049 -19.028
C -7.003 9.625 -20.522
O -7.997 8.654 -20.652
O -6.558 8.965 -18.200
H -7.723 10.582 -18.666
H -5.986 10.712 -18.910
H -6.092 9.227 -20.969
H -7.356 10.503 -21.063
H -7.633 7.858 -20.256
H -6.967 9.131 -17.347
C -9.302 8.561 -15.645
O -8.508 9.071 -16.406
N -9.328 7.261 -15.584
N -10.034 9.172 -14.778
H -8.554 6.859 -16.094
H -9.988 6.728 -15.036
H -10.190 10.152 -14.967
H -10.692 8.630 -14.237

Max |F|: 0.087 Eh/bohr
Expectation value of S²: 0.750
Electronic energy: -56254.1146 eV
Total charge: -1
2S+1: 2
Highest occupied orbital energy (spin up / spin down): 0.670 / -7.003 eV
HOMO-LUMO gap (spin up / spin down): 1.6 / 9.2 eV

Charge distribution, Mulliken scheme, values in e: -0.6367 -0.8508 -0.1889 -0.3099 0.4151 0.4227 0.4181 0.1196 0.1098 0.1320 0.8137 -0.6091 -0.4624 -0.6479 0.1256 -0.1977 0.1181 0.4538 0.1357 0.3604 -0.5830 -0.1227 -0.0985 -0.4350 0.1376 0.3903 -0.1639 0.1987 0.0974 0.2992 -0.7166 -1.2989 0.8134 -0.1582 0.3662 0.2631 0.4641 0.3583 -0.1016 0.1715 0.2656 -0.8150 -0.5015 -0.5520 0.0502 0.1450 0.3657 0.3780 0.3081 0.2971 0.8918 -0.8965 -0.3670 -0.5014 -0.0928 -0.3409 0.3178 0.3959 0.2624 0.3105 0.7460 -0.5140 -0.5629 -0.5925 0.1256 -0.5071 0.2112 0.2649 0.3379 0.3274 -0.4807 -0.6554 -0.1782 -0.4205 0.2383 0.3367 0.3367 0.3221 0.1602 0.4361 -0.1905 -0.4377 -0.1894 -0.3925 -0.0129 0.2387 0.3464 0.1825

=====

A molecular structure, C17H53MnO17 at a distorted geometry. Source: the OMol25 dataset; level of theory: ωB97M-V with the def2-TZVPD basis set.

Atoms and positions in Å:
Mn 0.457 2.006 2.261
C -3.073 2.379 4.455
C -1.751 2.220 3.752
O -1.606 1.277 2.920
O -0.797 3.018 3.956
H -3.858 2.456 3.704
H -3.096 3.301 5.037
H -3.248 1.545 5.133
C 3.177 4.773 1.151
C 2.160 3.766 1.632
O 2.517 2.746 2.295
O 0.920 3.975 1.480
H 4.177 4.465 1.440
H 2.910 5.719 1.621
H 3.137 4.850 0.065
C -0.229 -0.324 -1.028
C 0.063 0.629 0.085
O -0.583 1.696 0.215
O 0.991 0.357 0.918
H 0.698 -0.739 -1.458
H -0.687 0.086 -1.931
H -0.811 -1.186 -0.699
C 2.261 -3.024 1.137
O 2.732 -1.741 0.804
H 1.206 -3.159 0.859
H 2.800 -3.799 0.597
H 2.307 -3.169 2.219
H 2.026 -1.061 0.918
C -3.624 1.470 -1.010
O -2.605 1.950 -1.867
H -3.193 0.960 -0.141
H -4.199 2.322 -0.623
H -4.271 0.752 -1.505
H -1.845 2.115 -1.279
C -3.061 -1.007 -3.369
O -2.125 -1.511 -4.347
H -3.207 0.043 -3.610
H -4.028 -1.521 -3.434
H -2.643 -1.134 -2.371
H -1.857 -2.394 -4.006
C 3.505 -2.803 -2.166
O 3.389 -2.990 -3.570
H 3.077 -1.850 -1.847
H 2.986 -3.608 -1.652
H 4.549 -2.794 -1.835
H 3.794 -2.250 -4.026
C -0.400 -4.041 -2.412
O -1.375 -4.096 -3.457
H 0.297 -4.880 -2.460
H 0.137 -3.100 -2.462
H -0.876 -4.071 -1.417
H -1.809 -4.951 -3.435
C -4.159 -2.583 -0.119
O -4.742 -1.339 0.203
H -4.226 -3.269 0.742
H -4.724 -3.075 -0.906
H -3.104 -2.482 -0.383
H -4.305 -0.976 0.978
C -0.505 -1.884 3.216
O -0.199 -3.150 3.822
H 0.367 -1.551 2.670
H -1.288 -2.031 2.464
H -0.827 -1.175 3.971
H -0.976 -3.395 4.332
C 1.371 -0.499 -4.379
O 0.684 0.727 -4.577
H 1.696 -0.871 -5.354
H 2.260 -0.285 -3.780
H 0.782 -1.214 -3.804
H -0.168 0.528 -4.981
C 2.340 -0.086 4.080
O 1.234 0.805 4.077
H 2.763 -0.035 3.079
H 3.118 0.182 4.801
H 2.052 -1.123 4.293
H 0.901 0.935 4.971
C 4.087 0.946 -0.898
O 4.814 -0.235 -0.529
H 4.217 1.699 -0.107
H 4.565 1.366 -1.783
H 3.019 0.772 -1.027
H 4.189 -0.792 -0.028
C -2.128 5.112 -0.085
O -0.777 5.375 -0.417
H -2.325 5.308 0.984
H -2.773 5.753 -0.683
H -2.416 4.065 -0.234
H -0.231 4.804 0.156

Max |F|: 0.034 Eh/bohr
Expectation value of S²: 8.752
Electronic energy: -84619.3698 eV
Total charge: -1
2S+1: 6
ΔE to the lowest compared entry with this formula, charge and spin: 0.000 eV
Highest occupied orbital energy (spin up / spin down): -5.568 / -6.768 eV
HOMO-LUMO gap (spin up / spin down): 7.6 / 8.8 eV

Charge distribution, Mulliken scheme, values in e: 0.5343 -1.3309 0.8504 -0.5257 -0.6646 0.2958 0.3184 0.3022 -1.4148 1.1485 -0.6895 -0.6925 0.3111 0.3997 0.3148 0.4049 0.7902 -0.6219 -0.5451 -0.7692 0.5174 -0.1568 -0.8180 -0.3551 0.2144 0.3718 0.3211 0.2279 -0.4030 -0.5516 -0.0039 0.3463 0.3083 0.3065 -0.3092 -0.5453 0.2662 0.3821 -0.0469 0.2860 -0.3374 -0.5869 0.1406 0.0749 0.3790 0.3320 -0.2698 -0.5583 0.3748 -0.1152 0.2898 0.2805 -0.3761 -0.4943 0.3294 0.2859 -0.0405 0.2907 0.0127 -0.5597 -0.3398 0.2597 0.3273 0.2866 -0.0859 -0.5569 0.3881 -0.0171 -0.0369 0.2975 -0.5186 -0.2267 0.0463 0.3849 0.2650 0.1922 -0.2373 -0.5793 0.1768 0.3527 -0.1232 0.4342 -0.2525 -0.5306 0.2448 0.2917 -0.0734 0.4037

=====

A molecular structure, C17H53N3O8 at a distorted geometry. Source: the OMol25 dataset; level of theory: ωB97M-V with the def2-TZVPD basis set.

Atoms and positions in Å:
C 22.120 -3.529 12.844
O 23.404 -3.096 12.773
H 21.405 -3.095 12.146
H 22.126 -4.619 12.857
H 21.750 -3.287 13.840
H 23.523 -2.236 12.362
C 23.381 -5.327 11.226
O 23.976 -6.511 11.601
H 23.324 -4.738 12.142
H 24.095 -4.943 10.497
H 22.414 -5.613 10.812
H 24.933 -6.472 11.527
C 23.809 -2.712 9.947
O 25.083 -1.981 9.990
H 23.670 -3.292 10.860
H 23.063 -1.920 9.883
H 23.738 -3.368 9.080
H 25.176 -1.717 9.071
C 24.882 0.191 10.850
O 23.562 -0.258 11.039
H 25.087 0.793 9.965
H 25.216 0.648 11.782
H 25.326 -0.780 10.628
H 23.582 -1.094 11.511
C 21.164 -6.284 12.182
O 19.970 -6.250 13.126
H 21.066 -6.846 11.254
H 21.319 -5.280 11.785
H 22.059 -6.584 12.728
H 19.247 -5.902 12.599
C 17.272 -1.064 13.848
C 18.745 -0.968 14.129
C 19.611 -2.063 13.554
O 19.247 -2.318 12.229
C 19.441 -3.665 11.728
N 18.984 0.403 13.716
H 17.107 -0.900 12.783
H 16.586 -0.386 14.355
H 16.876 -2.071 13.978
H 18.965 -0.925 15.196
H 19.750 -2.977 14.132
H 20.662 -1.775 13.516
H 20.435 -4.070 11.918
H 19.344 -3.627 10.643
H 18.605 -4.151 12.230
H 19.982 0.462 13.857
H 18.886 0.330 12.714
C 19.051 -2.917 7.931
C 20.591 -2.731 8.112
C 21.313 -4.042 8.359
O 20.943 -4.609 9.706
C 21.817 -4.122 10.738
N 21.225 -1.943 7.135
H 18.938 -3.657 7.139
H 18.522 -1.995 7.689
H 18.638 -3.275 8.874
H 20.635 -2.085 8.989
H 22.390 -3.907 8.256
H 20.851 -4.735 7.656
H 21.849 -3.039 10.854
H 22.841 -4.495 10.763
H 21.290 -4.503 11.613
H 20.682 -1.127 6.891
H 21.220 -2.510 6.299
C 22.667 -8.847 14.684
C 22.114 -7.400 15.133
C 23.018 -6.241 14.583
O 23.405 -5.306 15.503
C 23.988 -4.095 15.011
N 20.759 -7.354 14.744
H 21.997 -9.592 15.113
H 23.592 -9.086 15.209
H 22.689 -9.012 13.607
H 22.264 -7.329 16.211
H 22.810 -5.857 13.584
H 23.997 -6.698 14.441
H 25.043 -4.051 14.742
H 23.958 -3.375 15.829
H 23.396 -3.594 14.245
H 20.446 -6.405 14.892
H 20.542 -7.401 13.759

Max |F|: 0.202 Eh/bohr
Electronic energy: -39310.8519 eV
ΔE to the lowest compared entry with this formula, charge and spin: 24.338 eV
Highest occupied orbital energy: -7.859 eV
HOMO-LUMO gap: 8.0 eV

Charge distribution, Mulliken scheme, values in e: -2.0322 -0.7856 1.1543 0.6170 1.6578 0.3560 0.2411 -0.4949 0.9736 0.6239 -0.2062 0.4461 -1.9474 -0.5641 1.8090 1.0253 0.1725 0.4863 -0.8791 -0.5710 0.2942 0.2953 0.4232 -0.0380 -0.1365 -0.5838 0.1297 -0.1519 -0.1125 0.4390 -1.3279 0.0522 -0.4752 -0.3077 -0.2656 -0.7648 0.2901 0.3451 0.3472 0.4893 0.3365 0.2690 0.6374 -0.5941 0.7961 0.3158 0.3605 -1.4907 1.0056 -0.7211 -0.4453 -0.7085 -0.6539 0.3588 0.3684 0.3174 -0.1088 0.0191 0.6359 1.3851 -1.7054 -2.2297 0.3169 0.2701 -1.4332 0.1284 0.2100 -0.4294 -0.7232 -0.7825 0.4426 0.4047 0.2331 0.4024 0.3387 0.1859 0.3412 0.3740 -0.1747 0.3770 0.3464

=====

- Among the records above, which one has the lowest electronic energy?
  C17H53MnO17